Record 1
A structure of composition C4H5Br2Cl in a non-equilibrium geometry. Source: the Open Molecules 2025 dataset; level of theory: ωB97M-V/def2-TZVPD.

Structure (XYZ):
```
12
Properties=species:S:1:pos:R:3
C -0.733 -0.469 1.983
C -0.358 0.252 0.980
C 0.200 0.075 -1.548
C 0.799 0.215 -0.170
Cl -1.232 1.724 0.574
Br 1.972 -1.396 0.324
Br 1.850 1.818 0.047
H -1.451 0.037 2.593
H -0.265 -1.326 2.395
H 1.189 -0.002 -2.289
H -0.390 0.901 -1.910
H -0.367 -0.808 -1.591
```

Results
Orbital gap ... 10.30 eV
Highest occupied orbital energy ... -10.04 eV
Energy ... -5763.57999 hartree

***

Record 2
A structure of composition C26H37GeN4O2RhS. Source: the Open Molecules 2025 dataset; level of theory: ωB97M-V/def2-TZVPD.

Structure (XYZ):
```
72
Properties=species:S:1:pos:R:3
Rh -0.226 0.412 0.556
C -1.902 2.820 2.840
C -1.954 2.381 1.398
C -2.652 1.213 1.031
C -3.499 0.467 2.033
C -2.613 0.758 -0.308
C -3.333 -0.513 -0.671
C -1.946 1.530 -1.286
C -1.960 1.123 -2.736
C -1.293 2.719 -0.920
C -0.521 3.505 -1.942
C -1.308 3.150 0.416
C -0.629 4.436 0.796
H -2.663 3.574 3.058
H -0.934 3.256 3.079
H -2.062 1.986 3.518
H -2.991 -0.405 2.442
H -4.415 0.112 1.564
H -3.790 1.105 2.864
H -4.373 -0.303 -0.936
H -3.323 -1.227 0.147
H -2.872 -1.030 -1.508
H -0.987 0.737 -3.048
H -2.184 1.982 -3.369
H -2.706 0.364 -2.943
H -1.099 4.352 -2.317
H -0.245 2.891 -2.794
H 0.400 3.896 -1.513
H 0.415 4.263 1.072
H -1.121 4.913 1.639
H -0.636 5.145 -0.028
N 2.676 -2.143 -4.761
C 1.871 -2.438 -3.670
C 0.766 -1.636 -3.368
C 0.000 -1.899 -2.250
C 0.321 -2.953 -1.410
C 1.413 -3.752 -1.698
C 2.181 -3.502 -2.821
S -0.681 -3.321 0.005
O -2.041 -3.460 -0.457
O -0.073 -4.431 0.690
N -0.522 -1.917 0.818
C -0.676 -1.822 2.136
N -1.124 -2.794 2.942
C -1.168 -2.520 4.229
C -0.801 -1.292 4.778
C -0.408 -0.318 3.875
N -0.354 -0.568 2.577
H 2.230 -1.625 -5.501
H 3.236 -2.906 -5.105
H 0.519 -0.801 -4.011
H -0.856 -1.271 -2.024
H 1.657 -4.569 -1.035
H 3.037 -4.128 -3.038
H -1.533 -3.318 4.868
H -0.841 -1.105 5.839
H -0.129 0.682 4.189
C 4.312 1.594 0.508
Ge 3.087 0.103 0.084
C 3.902 -1.032 -1.304
C 2.760 -0.967 1.700
C 1.388 0.794 -0.544
H 5.305 1.216 0.746
H 3.952 2.163 1.364
H 4.400 2.272 -0.339
H 4.893 -1.357 -0.993
H 3.998 -0.497 -2.248
H 3.286 -1.913 -1.477
H 3.687 -1.402 2.072
H 2.064 -1.776 1.481
H 2.332 -0.357 2.494
H 1.354 1.355 -1.479
```

Results
Orbital gap (spin up / spin down) ... 7.57 / 7.21 eV
Multiplicity ... 5
Highest occupied orbital energy (spin up / spin down) ... -7.07 / -7.96 eV
Energy ... -3967.97971 hartree

***

Record 3
A structure of composition C22H38N5Ti. Source: the Open Molecules 2025 dataset; level of theory: ωB97M-V/def2-TZVPD.

Structure (XYZ):
```
66
Properties=species:S:1:pos:R:3
Ti 0.059 0.135 -0.036
N 1.535 -1.977 -2.345
C 2.264 -0.748 -2.646
C 1.335 0.339 -3.187
N 0.355 0.905 -2.219
C -1.019 0.770 -2.728
C -1.461 -0.682 -2.699
N -1.337 -1.206 -1.334
C 0.654 2.320 -1.959
C 1.922 2.468 -1.138
N 1.772 1.718 0.115
H 1.270 -1.928 -1.355
H 2.149 -2.776 -2.445
H 3.003 -0.946 -3.427
H 2.813 -0.369 -1.773
H 0.783 -0.089 -4.025
H 1.935 1.161 -3.591
H -1.106 1.195 -3.739
H -1.667 1.347 -2.065
H -0.826 -1.281 -3.351
H -2.488 -0.753 -3.073
H -0.946 -2.140 -1.353
H -2.229 -1.235 -0.857
H -0.179 2.729 -1.386
H 0.716 2.885 -2.902
H 2.102 3.530 -0.947
H 2.787 2.098 -1.694
H 1.748 2.330 0.920
H 2.524 1.054 0.256
C -1.407 0.096 1.964
C -1.053 1.430 1.617
C -1.946 1.858 0.595
C -2.892 0.821 0.381
C -2.574 -0.247 1.229
C -3.280 -1.566 1.337
C -4.023 0.881 -0.603
C -2.093 3.262 0.079
C -0.191 2.334 2.453
C -0.850 -0.715 3.097
H -3.839 -1.646 2.274
H -2.574 -2.402 1.322
H -4.000 -1.716 0.529
H -4.931 1.301 -0.160
H -4.293 -0.107 -0.987
H -3.780 1.510 -1.463
H -2.915 3.785 0.577
H -2.310 3.304 -0.994
H -1.194 3.858 0.253
H -0.762 2.731 3.298
H 0.172 3.202 1.897
H 0.672 1.809 2.870
H -1.536 -0.726 3.950
H 0.106 -0.322 3.443
H -0.668 -1.750 2.801
N 1.164 -1.134 0.500
C 1.964 -1.877 1.294
C 2.710 -1.305 2.349
C 3.545 -2.074 3.138
C 3.675 -3.439 2.916
C 2.943 -4.026 1.891
C 2.103 -3.271 1.095
H 2.606 -0.241 2.542
H 4.101 -1.602 3.941
H 4.328 -4.037 3.537
H 3.027 -5.092 1.713
H 1.526 -3.741 0.307
```

Results
Orbital gap (spin up / spin down) ... 6.11 / 6.95 eV
Multiplicity ... 2
Highest occupied orbital energy (spin up / spin down) ... -5.72 / -6.57 eV
Energy ... -1984.37398 hartree